Entry 1:
Molecular formula: C6H12O
Method: DFT, the ωB97M-V functional and the def2-TZVPD basis

For the max |F|, the calculation gives 0.3 eV/Å. Its spin multiplicity is 1. The calculation puts the HOMO energy at -8.569 eV. The calculation puts the LUMO energy at 0.5573 eV. Its electronic energy is -310.9221 hartree. The calculation puts the energy above the lowest of the compared OMol25 structures with the same formula, charge and spin at 360.2 kJ/mol.

```
19
C6H12O the ωB97M-V functional and the def2-TZVPD basis
C -2.4405 0.2874 0.4773
C -1.0250 -0.1989 0.8641
O -1.0748 -1.0349 2.0035
C -0.5862 -0.9299 -0.3464
C 0.1455 -0.0825 -1.2983
C 1.5393 -0.4476 -0.6696
C 2.2953 0.7705 -0.1522
H -2.4151 1.0925 -0.2645
H -2.9169 0.6547 1.3900
H -3.0426 -0.5407 0.0881
H -0.4252 0.6830 1.1428
H -1.1269 -1.9338 1.6454
H 1.4040 -1.1637 0.1601
H -0.0094 1.0067 -1.2404
H 0.0891 -0.4121 -2.3386
H 2.1197 -0.9992 -1.4137
H 1.6993 1.3241 0.5823
H 2.5438 1.4586 -0.9671
H 3.2266 0.4660 0.3370
```


Entry 2:
Molecular formula: C4H8O2
Method: DFT, the ωB97M-V functional and the def2-TZVPD basis

For the max |F|, the calculation gives 4.9 eV/Å. Its spin multiplicity is 2. As for the expectation value of S²: 0.758. The calculation puts the HOMO energy (alpha / beta) at -13.745 / -13.664 eV. The calculation puts the LUMO energy (alpha / beta) at -5.1621 / -9.1414 eV. Its electronic energy is -307.2671 hartree. The total charge is +1. The calculation puts the energy above the lowest of the compared OMol25 structures with the same formula, charge and spin at 199.1 kJ/mol.

```
14
C4H8O2 the ωB97M-V functional and the def2-TZVPD basis
O 1.2468 1.4592 -0.6148
C 0.0607 1.7378 -0.6007
C -0.8836 1.8268 0.5768
H -0.4356 1.8491 -1.5674
H -0.5724 2.7404 1.1214
H -0.8793 0.8578 1.1822
H -1.8444 2.0342 0.0217
C -0.1017 -1.9497 0.5975
C 0.6211 -1.9570 -0.5311
O 1.6819 -1.2435 -0.9632
H -1.2082 -2.2224 0.4899
H 0.1842 -1.5950 1.6038
H 0.0957 -2.6039 -1.1661
H 2.0350 -0.9337 -0.1501
```


Entry 3:
Molecular formula: C4H9N2O
Method: DFT, the ωB97M-V functional and the def2-TZVPD basis

The SMILES is CN1C[C@@H](O)C1=[NH2+]. For the max |F|, the calculation gives 4.5 eV/Å. Its spin multiplicity is 1. The calculation puts the HOMO energy at -14.531 eV. The calculation puts the LUMO energy at -3.2022 eV. Its electronic energy is -342.2559 hartree. The total charge is +1. The calculation puts the energy above the lowest of the compared OMol25 structures with the same formula, charge and spin at 266.1 kJ/mol.

```
16
C4H9N2O the ωB97M-V functional and the def2-TZVPD basis
C 1.5140 0.3137 1.5303
N 0.4291 -0.0515 0.6912
C -1.0030 -0.3770 0.9416
C -1.3682 -0.4687 -0.5337
O -2.2134 0.4297 -0.9980
C 0.3426 -0.0279 -0.6228
N 1.1097 0.2541 -1.7015
H 1.3258 0.8495 2.4834
H 2.1386 -0.5720 1.6828
H 1.9423 1.0546 0.9216
H -1.6780 0.3055 1.4475
H -1.1305 -1.3719 1.4845
H -1.5971 -1.4777 -1.0139
H -2.3694 0.3849 -1.9540
H 0.5982 -0.0244 -2.6209
H 1.9592 0.7792 -1.7381
```


Entry 4:
Molecular formula: C2H8NO
Method: DFT, the ωB97M-V functional and the def2-TZVPD basis

For the max |F|, the calculation gives 3.7 eV/Å. Its spin multiplicity is 1. The calculation puts the HOMO energy at -2.317 eV. The calculation puts the LUMO energy at 4.1026 eV. Its electronic energy is -210.9359 hartree. The total charge is -1. The calculation puts the energy above the lowest of the compared OMol25 structures with the same formula, charge and spin at 127.0 kJ/mol.

```
12
C2H8NO the ωB97M-V functional and the def2-TZVPD basis
O 2.9594 -0.5860 0.4965
H 2.9933 -0.3181 1.4496
C -0.0538 1.0956 0.1649
N -0.3945 -0.2946 0.2888
C -1.3332 -0.8877 -0.6169
H -0.9396 1.7390 0.4908
H 0.2685 1.5098 -0.8413
H 0.7098 1.4890 0.9070
H 0.5449 -0.7176 0.3419
H -2.3808 -0.5132 -0.4850
H -1.0406 -0.5511 -1.5296
H -1.3334 -1.9651 -0.6667
```


Entry 5:
Molecular formula: C50H43ClCrFN3O9P
Method: DFT, the ωB97M-V functional and the def2-TZVPD basis

For the max |F|, the calculation gives 4.0 eV/Å. Its spin multiplicity is 4. As for the expectation value of S²: 3.960. The calculation puts the HOMO energy (alpha / beta) at -4.931 / -5.073 eV. The calculation puts the LUMO energy (alpha / beta) at -2.4209 / -2.4219 eV. Its electronic energy is -4718.3472 hartree. The calculation puts the energy above the lowest of the compared OMol25 structures with the same formula, charge and spin at 57.2 kJ/mol.

```
109
C50H43ClCrFN3O9P the ωB97M-V functional and the def2-TZVPD basis
Cr 1.7635 0.2978 -1.1606
C -2.3962 -5.6990 0.6597
C -1.8930 -4.8438 1.8403
N -1.3456 -3.5138 1.3742
C -0.0344 -3.5453 0.9815
C 0.5835 -2.4126 0.3985
C 2.0250 -2.5384 -0.1180
O 2.6575 -3.5267 0.3032
O 2.4290 -1.5775 -0.8954
C -0.1769 -1.1749 0.2867
O 0.1244 -0.0610 -0.3017
C -1.5797 -1.2424 0.6894
C -2.3715 -0.1001 0.7425
C -3.6611 -0.1642 1.1610
F -4.4072 0.9596 1.0660
C -4.3523 -1.3628 1.4655
C -3.5034 -2.4624 1.5171
C -2.1522 -2.4193 1.1924
N -5.6894 -1.4764 1.8637
C -6.4224 -0.4089 2.5402
C -7.6670 -0.9542 3.2608
N -7.4834 -2.4183 3.5120
C -7.5089 -3.1638 2.1984
C -6.5578 -2.4622 1.1772
H -2.2872 -6.7266 0.9114
H -1.7758 -5.5391 -0.2211
H -3.4669 -5.4676 0.4780
H -1.0310 -5.3516 2.3045
H -2.7637 -4.6802 2.5630
H 0.5644 -4.4248 1.2474
H -1.9981 0.8068 0.3112
H -3.9007 -3.2951 2.0854
H -6.7652 0.3665 1.8595
H -5.6688 0.1209 3.1987
H -8.5875 -0.8424 2.6877
H -7.8164 -0.5093 4.3044
H -8.1500 -2.7495 4.2048
H -6.5460 -2.5745 3.9258
H -8.5351 -3.3466 1.8772
H -7.0351 -4.1342 2.4649
H -7.1285 -1.9838 0.3371
H -5.8772 -3.2240 0.7554
O 4.2880 2.4701 -3.5734
C 3.8952 2.1520 -2.4457
O 3.4858 0.9426 -2.1834
C 4.0431 3.1758 -1.3261
C 4.2614 4.5506 -1.6468
C 4.6654 5.4081 -0.6745
C 4.7184 4.9817 0.6405
C 4.1526 3.7994 1.0393
C 3.8353 2.8515 -0.0083
P 3.3374 1.1974 0.4766
C 2.8110 1.2656 2.2126
C 3.7642 1.1728 3.2722
C 3.3731 1.0515 4.6300
C 2.0319 0.9349 4.9505
C 1.0775 0.8593 3.9234
C 1.4350 1.1497 2.6001
C 4.8525 0.1473 0.4802
C 4.8075 -1.0323 1.1979
C 5.9715 -1.8319 1.2979
C 7.2387 -1.2894 0.9437
C 7.2059 -0.1266 0.1803
C 6.0364 0.5525 -0.0919
H 4.3145 4.8689 -2.6902
H 4.8058 6.4726 -0.8694
H 5.3228 5.4931 1.4225
H 3.6893 3.6103 2.0129
H 4.8015 1.2276 3.0628
H 4.1632 1.1032 5.3770
H 1.7534 0.8668 6.0018
H -0.0134 0.7510 4.1754
H 0.6740 1.2415 1.8098
H 3.9075 -1.4941 1.5229
H 6.0121 -2.8321 1.7600
H 8.1433 -1.9266 1.0943
H 8.1410 0.2080 -0.2395
H 6.0616 1.2548 -0.8755
Cl 4.2909 -3.8997 -6.6050
C 3.2743 -2.8165 -5.7135
C 2.3663 -3.3685 -4.7650
C 1.6740 -2.5626 -3.8925
C 1.8180 -1.1507 -3.9792
C 1.0037 -0.2230 -3.2539
C 2.8804 -0.5991 -4.8125
C 3.5352 -1.4680 -5.6989
H 2.2946 -4.4690 -4.6678
H 1.0190 -3.0681 -3.1849
H 0.0595 -0.5760 -2.8438
H 1.0417 0.8038 -3.6401
H 3.1902 0.4269 -4.7170
H 4.2273 -1.0300 -6.4143
O 0.8001 3.3258 0.1667
C 0.3579 2.8863 -0.9271
O 0.9187 2.0160 -1.7329
C -0.9462 3.4389 -1.4008
C -1.4017 4.6030 -0.7020
C -2.5457 5.2671 -1.0788
C -3.1253 4.8009 -2.2502
O -4.1290 5.4240 -2.8553
C -4.5107 4.5149 -3.9855
O -3.5846 3.4025 -3.9789
C -2.7333 3.6611 -2.9337
C -1.6238 2.9346 -2.5143
H -0.7595 4.9808 0.0935
H -2.9192 6.1280 -0.4797
H -4.3508 5.1115 -4.8706
H -5.5290 4.0840 -3.8169
H -1.2694 2.0185 -3.0546
```